# 1
Here is C27H74AsF6O24S10 as an isolated structure in a non-equilibrium geometry from OMol25. Energies are from wB97M-V/def2-TZVPD.

```
142
Properties=species:S:1:pos:R:3:forces:R:3:mulliken_charge:R:1
As -0.42206 -0.92194 -0.22717 1.779 -1.091 -0.056 2.27
F 0.61419 -1.22245 -1.67242 -1.515 0.289 1.248 -0.51
F 1.04004 -1.11763 0.72643 -0.397 -0.302 -0.002 -0.51
F -1.34396 -0.66416 1.23164 -0.046 -0.083 -0.375 -0.66
F -1.87038 -0.76447 -1.18906 0.770 0.096 0.400 -0.45
F -0.71816 -2.72351 -0.03922 0.193 1.763 -0.330 -0.42
F -0.01260 0.79692 -0.23513 -0.748 -0.675 -0.589 -0.25
O -0.96960 -1.00853 5.31914 -1.294 -0.398 0.344 -0.30
S -2.16824 -1.73714 5.69897 1.121 -2.879 -0.891 0.94
O -3.25398 -1.13712 6.41509 0.590 -0.264 -0.658 -0.61
O -2.82817 -2.43439 4.30790 -1.379 2.201 2.463 -0.42
C -2.03193 -3.04834 3.35790 3.255 -0.706 -0.123 1.24
C -2.72362 -4.09996 2.57634 -1.425 -0.703 -0.157 -1.63
C -1.57515 -3.38412 6.65892 -1.391 1.910 -1.509 -0.92
H -1.24129 -3.53044 3.93285 0.341 -0.555 0.002 0.00
H -1.42444 -2.41327 2.71312 -0.719 0.813 -0.031 -0.31
H -2.10534 -4.52680 1.78664 0.297 0.122 0.244 0.23
H -3.63553 -3.77048 2.07837 0.023 0.423 -0.018 0.37
H -3.06020 -4.88402 3.25461 0.099 -0.260 -0.054 0.42
H -0.70424 -3.77447 6.13239 0.151 0.329 0.422 0.22
H -2.40481 -4.08006 6.53464 -0.034 0.160 0.140 0.38
H -1.48331 -3.04386 7.69037 0.372 -0.180 -0.212 0.39
O -6.83536 0.93537 1.53813 2.113 1.377 0.478 -0.61
S -5.56509 1.62405 1.31283 1.023 1.308 -2.564 1.12
O -5.52696 3.00466 0.69724 -0.378 -3.516 2.076 -0.63
O -4.62395 1.61315 2.64782 -4.318 -0.511 -0.583 -0.34
C -3.27660 1.84388 2.56950 2.758 0.302 -0.209 0.67
C -2.84362 2.16966 3.98614 -0.292 -0.181 0.951 -0.99
C -4.53404 0.59997 0.14334 -1.242 1.185 0.347 -0.96
H -3.02115 2.63507 1.86461 -0.196 0.282 0.002 0.42
H -2.79121 0.93691 2.20907 0.217 -0.025 -0.001 -0.40
H -2.79263 1.26220 4.58782 0.015 -0.197 -0.095 0.07
H -3.63683 2.74773 4.46023 0.026 0.257 -0.099 0.44
H -1.90615 2.69509 4.16826 0.042 0.035 -0.683 0.22
H -5.25419 0.41922 -0.65467 0.023 -0.266 0.026 0.49
H -4.13370 -0.32419 0.56019 -0.019 0.302 0.086 0.31
H -3.81556 1.31473 -0.25791 0.311 -0.366 0.246 0.25
O -4.76717 0.28675 -5.74699 1.431 0.685 0.393 -0.63
S -3.46167 0.38476 -5.13309 0.516 -1.474 3.133 1.07
O -2.22039 0.27964 -5.86626 -0.918 0.654 -0.106 -0.56
O -3.45006 1.73304 -4.17723 -0.330 -0.630 -1.160 -0.44
C -2.24470 2.08743 -3.42642 0.430 -0.852 -1.387 1.11
C -2.38155 3.55373 -3.16270 -0.804 0.817 0.785 -1.42
C -3.33429 -0.89408 -3.73992 -1.201 0.992 -1.682 -0.44
H -1.38836 1.83369 -4.05123 0.151 0.233 -0.206 0.00
H -2.14590 1.40413 -2.58295 -0.312 0.446 0.472 -0.22
H -3.31599 3.68900 -2.61807 -0.080 0.080 0.203 0.42
H -2.50975 4.18749 -4.04020 0.216 -0.481 -0.385 0.37
H -1.61790 4.04130 -2.55671 0.313 -0.511 0.059 0.15
H -3.62267 -1.82511 -4.22789 0.701 -0.182 -0.005 0.49
H -4.15372 -0.68683 -3.05168 0.200 0.369 0.127 0.21
H -2.35460 -0.86301 -3.26310 -0.224 -0.109 -0.408 -0.18
O 3.78046 2.97699 -6.57331 -1.015 -0.587 -0.079 -0.60
S 2.74682 1.96927 -6.61093 -0.722 -2.372 0.224 1.04
O 3.06470 0.61060 -7.10783 -0.806 3.039 1.164 -0.60
O 2.10294 1.74383 -5.07514 1.371 0.353 -1.299 -0.03
C 1.79638 2.97283 -4.44324 -1.282 2.757 0.164 -0.67
C 1.62739 2.94178 -2.94954 0.821 -2.068 0.449 -0.37
C 1.20382 2.55656 -7.48821 2.022 -0.675 0.399 -0.91
H 0.87021 3.38677 -4.84193 -0.536 -0.450 -0.333 0.23
H 2.45872 3.81567 -4.64083 0.854 -0.562 -0.452 0.52
H 1.08240 3.75091 -2.46332 0.102 0.080 -0.783 -0.02
H 2.61433 2.86285 -2.49367 0.015 0.237 0.226 0.29
H 1.15062 1.99251 -2.70526 -0.388 -0.019 0.304 0.11
H 0.88194 3.51745 -7.08672 0.053 -0.224 -0.122 0.34
H 0.48630 1.73978 -7.40988 0.010 0.206 0.088 0.26
H 1.63163 2.61922 -8.48879 -0.496 0.262 -0.174 0.41
O 1.09751 -5.57905 -3.87217 2.214 1.485 1.241 -0.60
S 2.19793 -4.73464 -3.33860 -0.046 -0.314 -0.022 1.12
O 3.61561 -5.15912 -3.39547 -2.951 1.106 -0.839 -0.66
O 2.00620 -3.21362 -4.03612 2.810 -3.283 1.864 -0.36
C 0.82291 -2.67064 -4.51647 -1.123 1.643 -0.563 0.48
C 1.16924 -1.16236 -4.59854 -0.606 0.020 -0.839 -0.89
C 2.03999 -4.31328 -1.53434 -0.774 -0.436 -0.982 -0.54
H -0.03669 -2.77836 -3.85496 0.181 -0.262 0.390 -0.37
H 0.52075 -3.12386 -5.46060 0.208 0.080 -0.135 0.34
H 0.24007 -0.59878 -4.68298 -0.191 0.107 0.594 0.08
H 1.68090 -0.80147 -5.49075 0.379 -0.801 -0.169 0.50
H 1.78817 -0.85565 -3.75535 -0.443 -0.049 0.102 0.20
H 0.98827 -4.30229 -1.24821 -0.064 0.877 -0.325 -0.13
H 2.58850 -3.37279 -1.48230 -0.377 -0.028 0.346 0.20
H 2.43140 -5.07901 -0.86459 0.672 -0.160 -0.669 0.58
O 4.00167 -2.48100 3.95601 -0.619 -2.572 0.227 -0.53
S 3.12389 -3.66145 4.03065 -1.501 1.555 -1.942 1.09
O 3.50516 -5.02649 3.65546 -0.275 2.324 1.672 -0.65
O 2.35550 -3.56938 5.50526 1.826 -2.356 -2.351 -0.36
C 2.12149 -2.27861 5.95252 -0.099 1.572 2.966 0.55
C 2.55043 -2.27181 7.49056 -1.045 -0.117 -0.860 -1.54
C 1.64993 -3.20515 2.97620 1.267 -0.637 0.229 -0.34
H 1.05353 -2.10415 5.82163 -0.037 0.244 0.335 -0.19
H 2.63604 -1.47016 5.43315 0.306 -0.434 -0.193 0.44
H 2.49130 -1.27947 7.93764 0.169 0.086 -0.223 0.36
H 3.51784 -2.73318 7.68895 0.191 0.327 -0.516 0.38
H 1.85696 -2.89165 8.05888 -0.245 -0.067 -0.084 0.35
H 0.98330 -4.06365 2.89437 -0.125 0.156 0.526 0.47
H 1.97825 -3.01511 1.95435 0.350 0.202 0.182 0.20
H 1.23034 -2.29152 3.39730 -0.194 -0.219 -0.025 -0.25
O 3.44594 4.81212 -0.72718 -1.112 0.161 1.360 -0.64
S 2.56998 4.90989 0.43902 -0.048 -0.243 2.230 1.16
O 3.04640 4.58632 1.81842 -1.578 2.029 -4.565 -0.50
O 1.91659 6.48033 0.44819 1.021 -1.643 1.860 -0.38
C 1.32043 7.00068 -0.70021 -0.045 0.324 -1.192 0.09
C 1.22008 8.52475 -0.72395 1.433 -0.498 1.181 -1.42
C 1.04521 3.92506 0.17015 -0.521 0.361 -0.131 -0.51
H 0.30378 6.62741 -0.82346 -0.010 -0.485 -0.100 0.18
H 1.98481 6.72339 -1.51864 -0.445 -0.190 -0.520 0.31
H 0.67478 8.77856 -1.63298 0.046 0.481 0.342 0.35
H 2.23777 8.91203 -0.67475 0.214 0.128 -0.923 0.35
H 0.89616 8.95766 0.22250 -1.165 -0.214 -0.204 0.35
H 0.31400 4.09346 0.96076 0.659 -0.055 0.660 0.57
H 1.24946 2.86151 0.04666 0.423 0.143 0.305 0.02
H 0.43168 4.20732 -0.68543 0.696 0.429 -0.383 0.05
C 4.01237 -0.10879 1.45915 0.494 -0.161 -0.604 -0.82
S 3.79696 1.65159 1.14776 1.944 2.957 2.855 0.82
O 4.43062 2.48063 2.31339 -0.599 -2.793 -2.570 -0.66
C 4.91642 1.89761 -0.27259 -0.916 -0.822 -1.000 -0.98
H 5.07675 -0.29245 1.60567 -0.083 -0.106 0.247 0.58
H 3.66663 -0.64767 0.57702 0.000 0.040 -0.170 0.22
H 3.40778 -0.46758 2.29212 0.160 0.463 0.105 -0.10
H 5.76954 1.23035 -0.39527 -0.007 -0.044 0.534 0.40
H 5.19311 2.92832 -0.49436 -0.150 0.060 0.888 0.36
H 4.20482 1.66403 -1.06452 0.161 -0.253 -0.547 0.12
C 0.92563 1.97710 5.75208 -1.557 -0.501 -0.426 -0.79
S 1.00338 2.58327 3.98661 1.865 -1.362 0.985 0.41
O 2.45390 2.93223 3.83575 -1.666 -0.114 0.108 -0.52
C 0.77824 0.89479 3.18183 0.455 0.173 0.341 1.01
H -0.11756 1.72713 5.94539 -0.368 0.121 -0.013 0.23
H 1.19559 2.72301 6.49964 0.390 0.140 -0.515 0.48
H 1.40614 1.01081 5.90539 0.644 0.304 -0.299 -0.01
H 1.43811 0.15284 3.63146 0.064 0.186 0.645 -0.57
H 1.16467 0.91309 2.16280 -0.452 0.643 -0.163 -0.52
H -0.23930 0.50609 3.22205 -0.044 0.320 -0.034 0.10
C -1.82030 -4.87752 -2.07273 -0.526 0.417 -0.398 -0.37
S -3.19872 -4.86756 -3.31519 1.314 0.939 -2.007 0.49
O -2.82327 -3.96233 -4.52442 -0.472 -1.678 2.192 -0.59
C -3.12602 -6.59856 -3.94342 0.673 -0.298 0.538 -1.02
H -1.52930 -3.84867 -1.86085 -0.357 0.223 -0.320 -0.41
H -0.89752 -5.38334 -2.35686 -0.369 -0.458 -0.156 0.27
H -2.31412 -5.20314 -1.15720 0.294 -0.481 0.030 0.49
H -2.13933 -6.99321 -4.18591 0.383 0.877 -0.425 0.29
H -3.77224 -6.67689 -4.81769 -0.091 0.136 0.268 0.34
H -3.37587 -7.31387 -3.15983 -0.835 0.291 0.210 0.39
```
Positions in Å, forces in eV/Å.

Frontier orbital gap in eV: 7.6
Energy relative to the best compared isomer or geometry (same formula, charge and spin) in kcal per mole: 0.0
Energy in hartree: -9695.596471
Total charge: -1
E_LUMO in eV: 1.480

=====

# 2
Here is a 2-piece molecular cluster, C5H11NO overall in a non-equilibrium geometry from OMol25. Energies are from wB97M-V/def2-TZVPD.

```
18
Properties=species:S:1:pos:R:3:forces:R:3:lowdin_spin:R:1
C -2.24980 0.02226 1.23332 0.942 0.769 -1.159 0.03
N -0.11915 -1.29957 -0.32258 0.078 -0.633 -0.595 0.00
C 0.11078 -0.09064 0.29088 2.873 1.642 -0.338 0.07
C -0.86761 0.61468 0.92241 -1.131 0.209 0.521 0.12
C 2.70063 -0.31712 0.07529 1.096 -0.512 -0.103 0.38
C 1.53284 0.45481 0.18445 -1.993 -1.390 0.632 0.26
H -2.46503 -0.67574 0.41038 -0.250 -0.200 0.524 0.00
H -2.06705 -0.46705 2.18792 -1.109 -0.366 0.210 0.01
H -3.09354 0.76519 1.21540 0.789 -0.568 0.445 0.01
H -0.87877 -1.89568 -0.06443 -0.074 0.070 0.024 0.00
H 0.55331 -1.66725 -0.97943 -0.064 0.170 0.409 0.00
H -0.57136 1.43165 1.57760 0.138 0.043 -0.267 0.01
H 2.90788 -1.21232 -0.52470 -0.421 0.314 0.116 0.05
H 3.58446 0.06490 0.61242 -0.259 -0.178 -0.435 0.04
H 1.74466 1.24153 0.89145 -0.627 0.648 -0.001 0.00
H 0.12366 1.46782 -3.10314 0.228 0.144 0.509 0.00
H -0.48940 0.78570 -1.81949 0.450 0.241 0.041 0.00
O -0.45650 0.77685 -2.78774 -0.666 -0.401 -0.533 0.01
```
Positions in Å, forces in eV/Å.

Frontier orbital gap (spin up / spin down) in eV: 3.8 / 6.7
Energy relative to the best compared isomer or geometry (same formula, charge and spin) in kcal per mole: 39.7
Multiplicity: 2
Energy in hartree: -327.011712
Total charge: -1
Expectation value of S²: 0.759
E_LUMO (spin up / spin down) in eV: 4.131 / 4.062

=====

# 3
Here is one molecule with the formula C4H10N2O from OMol25. Energies are from wB97M-V/def2-TZVPD.

```
17
Properties=species:S:1:pos:R:3:forces:R:3:mulliken_charge:R:1
C 0.50197 -1.92066 -0.81022 -0.259 -0.108 0.629 -0.97
C 1.03643 -1.14903 0.40410 0.433 0.422 -0.068 -0.57
C -0.04954 -0.58262 1.28570 -0.132 0.140 -0.588 0.44
O -0.39061 -1.13290 2.31041 0.039 -0.009 0.432 -0.64
N -0.66186 0.57624 0.87734 0.314 -0.169 0.756 -0.15
C -0.69032 1.19653 -0.41392 0.098 0.313 0.014 -0.31
N -0.80461 2.64463 -0.23868 0.247 -0.057 -0.190 -0.67
H -0.52366 -2.25412 -0.61635 0.120 0.054 -0.181 0.30
H 1.09575 -2.81647 -0.96545 0.091 0.034 -0.289 0.31
H 0.52120 -1.27571 -1.68223 -0.097 -0.204 -0.263 0.29
H 1.67797 -0.33399 0.05718 -0.019 0.031 -0.001 0.36
H 1.67050 -1.75176 1.04859 -0.193 -0.238 0.026 0.33
H -1.26689 0.95780 1.59203 -0.285 -0.021 -0.271 0.26
H -1.57575 0.86807 -0.95689 -0.054 -0.008 -0.263 0.28
H 0.19800 0.91895 -0.99083 -0.040 -0.226 0.140 0.27
H -0.74885 3.06363 -1.16174 -0.224 0.148 0.065 0.24
H 0.01028 2.99142 0.26096 -0.040 -0.101 0.052 0.23
```
Positions in Å, forces in eV/Å.

Frontier orbital gap in eV: 10.3
Energy relative to the best compared isomer or geometry (same formula, charge and spin) in kcal per mole: 20.1
Energy in hartree: -343.169445
Total charge: 0
E_LUMO in eV: 0.795